Here is C31H28ClNOPSTa as an isolated structure from the OMol25 dataset. Energies are from ωB97M-V/def2-TZVPD.

E, Eh: -2583.27739
Relative energy (zero: lowest compared OMol25 entry of this formula, charge and spin), kcal per mole: 15.2
Lowest unoccupied orbital energy, eV: -13.420

Geometry as ORCA input:
```
! wB97M-V def2-TZVPD RIJCOSX def2/J DEFGRID3
* xyz 4 1
Ta 0.22 0.67 0.43
C -1.34 -1.82 6.29
C 0.04 -1.74 6.13
C 0.57 -1.04 5.06
C -0.30 -0.41 4.16
C -1.68 -0.48 4.32
C -2.20 -1.19 5.39
P 0.41 0.60 2.90
C 1.79 -0.04 1.97
C 2.03 -1.53 1.77
C 3.55 -1.94 1.89
C 4.37 -1.02 0.94
C 4.13 0.42 1.28
C 2.96 0.85 1.77
C 0.58 2.36 3.14
C 0.66 2.91 4.40
C 0.76 4.30 4.56
C 0.78 5.11 3.46
C 0.70 4.57 2.15
C 0.71 5.42 1.01
C 0.62 4.93 -0.27
C 0.54 3.56 -0.47
C 0.51 2.66 0.61
C 0.59 3.18 1.97
H -1.75 -2.36 7.13
H 0.69 -2.22 6.84
H 1.65 -0.95 4.95
H -2.35 0.03 3.64
H -3.27 -1.24 5.54
H 1.43 -2.12 2.46
H 3.95 -2.04 2.89
H 5.43 -1.26 1.02
H 4.97 1.10 1.21
H 2.87 1.88 2.06
H 0.63 2.28 5.28
H 0.82 4.73 5.56
H 0.86 6.19 3.58
H 0.77 6.49 1.17
H 0.63 5.61 -1.11
H 0.48 3.19 -1.49
Cl 3.48 -4.69 1.63
C 3.44 -3.18 1.09
C 2.98 -2.68 -0.23
C 3.88 -1.44 -0.51
C 2.88 -0.41 -0.94
N 1.69 -0.65 -0.50
C 1.72 -1.93 0.27
H 2.85 -3.40 -1.03
H 4.70 -1.59 -1.21
H 3.12 0.49 -1.50
H 0.79 -2.49 0.15
O -1.50 0.22 -0.30
S -2.83 -0.61 -0.73
C -3.01 -0.21 -2.49
C -3.73 1.13 -2.55
C -4.82 1.05 -1.50
C -4.18 0.51 -0.22
H -3.64 -1.03 -2.85
H -2.04 -0.30 -2.96
H -4.13 1.29 -3.55
H -3.03 1.95 -2.35
H -5.62 0.39 -1.82
H -5.27 2.02 -1.29
H -4.85 -0.07 0.42
H -3.69 1.28 0.38
*
```


Here is C31H28FKNP2S as an isolated structure from the OMol25 dataset. Energies are from ωB97M-V/def2-TZVPD.

E, Eh: -3033.68481
Relative energy (zero: lowest compared OMol25 entry of this formula, charge and spin), kcal per mole: 0.0
Lowest unoccupied orbital energy, eV: 2.573

Geometry as ORCA input:
```
! wB97M-V def2-TZVPD RIJCOSX def2/J DEFGRID3
* xyz -1 1
K 1.25 -2.26 0.10
S 4.31 -1.98 0.70
C 3.68 -2.21 2.31
C 4.48 -1.93 3.46
C 3.96 -2.07 4.72
C 2.64 -2.49 4.89
C 1.92 -2.75 3.74
N 2.41 -2.62 2.50
H 5.50 -1.61 3.30
H 4.59 -1.86 5.58
H 2.19 -2.61 5.87
H 0.89 -3.07 3.81
C -1.00 1.73 -1.23
C -2.05 0.76 -0.64
P -1.41 -1.00 -0.74
C -2.92 -1.85 -0.15
C -3.55 -2.88 -0.85
C -4.67 -3.51 -0.33
C -5.19 -3.13 0.90
C -4.56 -2.12 1.62
C -3.44 -1.49 1.09
C -1.50 -1.09 -2.59
C -0.41 -1.53 -3.33
C -0.42 -1.51 -4.72
C -1.55 -1.07 -5.40
C -2.66 -0.64 -4.68
C -2.62 -0.65 -3.29
P 0.76 1.24 -0.82
C 1.63 2.79 -1.31
C 1.51 3.24 -2.63
C 2.19 4.36 -3.08
C 3.03 5.05 -2.22
C 3.18 4.61 -0.91
C 2.48 3.50 -0.46
C 0.79 1.40 1.01
C -0.07 2.23 1.73
C 0.04 2.34 3.11
C 1.03 1.62 3.79
C 1.90 0.80 3.09
C 1.77 0.68 1.70
H -1.17 2.76 -0.93
H -1.05 1.70 -2.32
H -3.03 0.93 -1.10
H -2.16 0.97 0.43
H -3.13 -3.21 -1.79
H -5.14 -4.31 -0.89
H -6.07 -3.62 1.31
H -4.94 -1.81 2.59
H -2.95 -0.71 1.67
H 0.46 -1.90 -2.81
H 0.45 -1.84 -5.27
H -1.56 -1.06 -6.49
H -3.55 -0.31 -5.20
H -3.49 -0.30 -2.74
H 0.88 2.69 -3.32
H 2.08 4.68 -4.10
H 3.57 5.92 -2.56
H 3.83 5.14 -0.23
H 2.60 3.18 0.57
H -0.83 2.80 1.22
H -0.63 2.98 3.66
H 1.12 1.71 4.87
H 2.66 0.23 3.60
H 2.47 0.04 1.17
F -0.53 -3.08 -0.96
*
```


Here is C31H28IN7O5S2V as an isolated structure from the OMol25 dataset. Energies are from ωB97M-V/def2-TZVPD.

E, Eh: -3995.80026
Expectation value of S²: 0.776
Relative energy (zero: lowest compared OMol25 entry of this formula, charge and spin), kcal per mole: 11.7
Lowest unoccupied orbital energy (spin up / spin down), eV: 3.969 / 3.968

Geometry as ORCA input:
```
! wB97M-V def2-TZVPD RIJCOSX def2/J DEFGRID3
* xyz -2 2
V -0.29 -0.10 -0.40
C -3.32 3.07 -1.24
C -3.74 1.69 -0.84
N -4.97 1.31 -1.16
C -5.32 0.05 -0.89
C -4.55 -0.86 -0.21
C -5.04 -2.27 0.00
O -5.58 -2.50 1.30
C -3.26 -0.45 0.24
C -2.47 -1.19 1.15
N -1.43 -0.63 1.74
C -0.76 -1.15 2.79
C -0.35 -2.49 2.96
C 0.43 -2.86 4.03
C 0.80 -1.94 5.00
C 0.36 -0.63 4.90
C -0.41 -0.26 3.83
I -1.17 1.71 3.69
C -2.80 0.84 -0.22
O -1.55 1.16 -0.19
H -3.90 3.40 -2.10
H -2.26 3.07 -1.48
H -3.49 3.77 -0.41
H -6.30 -0.24 -1.26
H -4.22 -2.98 -0.18
H -5.85 -2.49 -0.69
H -4.94 -2.15 1.93
H -2.84 -2.16 1.53
H -0.61 -3.20 2.19
H 0.76 -3.89 4.11
H 1.43 -2.24 5.83
H 0.62 0.10 5.66
O 5.43 0.21 -0.73
C 5.16 1.52 -0.62
C 6.17 2.40 -0.23
C 5.93 3.76 -0.15
C 4.67 4.27 -0.45
C 3.66 3.40 -0.82
C 3.88 2.04 -0.90
C 2.78 1.11 -1.27
O 3.02 -0.15 -1.38
N 1.63 1.67 -1.49
N 0.54 0.93 -1.75
C -0.10 1.28 -2.84
C -1.31 0.72 -3.33
C -1.92 1.27 -4.46
C -3.05 0.71 -5.02
C -3.60 -0.43 -4.45
C -3.04 -0.99 -3.33
C -1.89 -0.45 -2.72
O -1.38 -1.01 -1.68
H 4.53 -0.19 -1.04
H 7.15 2.00 -0.01
H 6.73 4.43 0.13
H 4.49 5.33 -0.40
H 2.67 3.77 -1.05
H 0.34 2.08 -3.44
H -1.48 2.15 -4.90
H -3.50 1.15 -5.90
H -4.49 -0.88 -4.88
H -3.49 -1.87 -2.87
C 3.78 -2.45 1.25
N 3.07 -1.21 1.09
C 2.66 -0.40 2.06
N 3.10 -0.61 3.34
S 1.71 0.93 1.73
H 3.77 -2.97 0.29
H 3.30 -3.09 1.99
H 4.82 -2.27 1.55
H 2.84 -0.91 0.12
H 3.28 -1.57 3.61
H 2.59 -0.07 4.02
S 1.11 -4.45 -0.14
C 0.82 -2.88 -0.23
N 0.67 -1.72 -0.27
*
```


| no. | F_max (eV Å⁻¹) |
| --- | --- |
| 1 | 0.41 |
| 2 | 1.34 |
| 3 | 3.27 |